Computed, not measured: an isolated molecule of C3H7N in a non-equilibrium geometry, with ωB97M-V with the def2-TZVPD basis set.

Each line ends with the Löwdin charge.
Cartesian coordinates (Å):
C: -1.049 -0.816 0.441  -0.07
C: 0.161 -0.293 -0.294  -0.43
C: 0.425 1.154 -0.382  -0.13
N: 1.232 0.238 0.510  0.01
H: -1.947 -0.691 -0.168  0.07
H: -0.922 -1.872 0.677  0.07
H: -1.172 -0.266 1.372  0.08
H: 0.422 -0.848 -1.200  0.13
H: -0.232 1.843 0.130  0.09
H: 0.927 1.556 -1.256  0.09
H: 2.156 -0.005 0.170  0.08

- Kohn-Sham gap: 10.7 eV
- Energy above the lowest of the compared OMol25 structures with the same formula, charge and spin: 16.82 kcal per mole
- Highest occupied orbital energy: -9.465 eV
- Lowest unoccupied orbital energy: 1.253 eV
- Structure (SMILES): C[C@H]1CN1

---

Computed, not measured: an isolated molecule of C3H7N in a non-equilibrium geometry, with ωB97M-V with the def2-TZVPD basis set.

Each line ends with the Löwdin charge.
Cartesian coordinates (Å):
C: -1.128 1.195 0.898  -0.04
C: -0.428 0.650 -0.059  -0.19
C: 0.142 -0.816 0.031  -0.25
N: 1.189 -0.879 -1.037  -0.05
H: -1.449 2.176 0.675  0.03
H: -1.402 1.014 1.923  0.06
H: -0.190 1.281 -0.946  0.11
H: 0.533 -0.924 1.060  0.10
H: -0.719 -1.456 -0.240  0.11
H: 1.381 -1.796 -1.479  0.07
H: 2.071 -0.444 -0.828  0.05

- Kohn-Sham gap: 10.4 eV
- Energy above the lowest of the compared OMol25 structures with the same formula, charge and spin: 24.59 kcal per mole
- Highest occupied orbital energy: -9.079 eV
- Lowest unoccupied orbital energy: 1.274 eV
- Structure (SMILES): C=CCN

---

Computed, not measured: a cluster of 2 separate species, C3H7N in total in a non-equilibrium geometry, with ωB97M-V with the def2-TZVPD basis set.

Each line ends with the Löwdin charge.
Cartesian coordinates (Å):
C: -0.687 0.099 -0.302  -0.25
C: -0.762 -1.318 0.054  -0.07
C: 1.839 0.769 0.060  0.02
N: -1.528 0.958 -0.202  0.14
H: 0.222 -1.620 0.139  0.03
H: -1.403 -1.303 0.903  0.08
H: -1.114 -1.803 -0.800  0.07
H: 1.348 1.152 1.033  0.01
H: 1.787 1.443 -0.786  -0.02
H: 1.771 -0.306 0.069  -0.06
H: -1.474 1.927 -0.167  0.04

- Kohn-Sham gap (spin up / spin down): 8.8 / 7.7 eV
- Energy above the lowest of the compared OMol25 structures with the same formula, charge and spin: 100.84 kcal per mole
- Highest occupied orbital energy (spin up / spin down): -8.261 / -7.183 eV
- Lowest unoccupied orbital energy (spin up / spin down): 0.544 / 0.507 eV

---

Computed, not measured: the ion C3H7N2 with charge +1 in a non-equilibrium geometry, with ωB97M-V with the def2-TZVPD basis set.

Each line ends with the Löwdin charge.
Cartesian coordinates (Å):
C: 0.191 1.607 -1.248  0.11
C: -0.067 0.743 0.152  -0.11
N: -0.198 0.772 1.494  0.19
N: 0.132 -0.439 0.649  0.02
C: -0.459 -1.749 0.655  0.01
H: -0.065 0.824 -2.081  0.14
H: 1.229 1.723 -1.185  0.07
H: -0.073 2.609 -1.191  0.06
H: -1.164 0.842 1.991  0.19
H: 0.063 -2.515 1.276  0.13
H: -1.527 -1.642 1.005  0.13
H: -0.537 -1.996 -0.348  0.08

- Kohn-Sham gap: 9.8 eV
- Energy above the lowest of the compared OMol25 structures with the same formula, charge and spin: 106.15 kcal per mole
- Net charge: +1
- Highest occupied orbital energy: -15.179 eV
- Lowest unoccupied orbital energy: -5.401 eV
- Structure (SMILES): CC1=[NH+]N1C

---

Computed, not measured: a cluster of 2 separate species, C3H7N2O in total in a non-equilibrium geometry, with ωB97M-V with the def2-TZVPD basis set.

Each line ends with the Löwdin charge.
Cartesian coordinates (Å):
C: -1.086 0.220 0.942  -0.04
C: -1.001 -1.087 0.587  -0.05
N: -0.620 -1.126 -0.700  0.11
C: -0.356 0.052 -1.217  -0.04
N: -0.613 0.885 -0.172  0.05
H: -1.156 0.770 1.997  0.19
H: -1.122 -2.001 1.206  0.16
H: -0.395 -1.943 -1.146  0.15
H: 0.109 0.368 -2.146  0.17
H: -0.548 1.958 -0.133  0.22
H: 2.315 1.277 -0.210  0.11
H: 2.542 0.205 0.823  0.02
O: 1.931 0.422 0.168  -0.04

- Kohn-Sham gap: 11.3 eV
- Energy above the lowest of the compared OMol25 structures with the same formula, charge and spin: 21.38 kcal per mole
- Net charge: +1
- Highest occupied orbital energy: -14.466 eV
- Lowest unoccupied orbital energy: -3.122 eV

---

Computed, not measured: the ion C3H7N2O with charge +1 in a non-equilibrium geometry, with ωB97M-V with the def2-TZVPD basis set.

Each line ends with the Löwdin charge.
Cartesian coordinates (Å):
C: 0.895 0.583 0.256  0.01
C: 0.573 -0.835 0.195  -0.16
C: -0.886 -0.922 -0.224  -0.14
N: -1.469 0.238 0.553  0.01
N: 1.951 1.174 -0.196  0.20
O: -2.229 0.877 -0.230  0.03
H: 1.175 -1.519 -0.371  0.13
H: 0.633 -1.160 1.155  0.10
H: -1.191 -0.970 -1.258  0.13
H: -1.352 -1.787 0.169  0.12
H: 2.574 0.525 -0.616  0.13
H: 2.017 2.149 0.164  0.17
H: -2.692 1.647 0.405  0.25

- Kohn-Sham gap (spin up / spin down): 7.1 / 9.6 eV
- Energy above the lowest of the compared OMol25 structures with the same formula, charge and spin: 155.09 kcal per mole
- Net charge: +1
- Highest occupied orbital energy (spin up / spin down): -13.100 / -14.281 eV
- Lowest unoccupied orbital energy (spin up / spin down): -6.009 / -4.716 eV

---

Computed, not measured: a cluster of 2 separate species, C3H7N2O in total in a non-equilibrium geometry, with ωB97M-V with the def2-TZVPD basis set.

Each line ends with the Löwdin charge.
Cartesian coordinates (Å):
C: 0.683 0.296 -1.355  0.03
C: 1.048 -1.018 -1.520  -0.03
N: 0.561 -1.703 -0.457  0.11
C: 0.029 -0.923 0.408  -0.10
N: 0.082 0.277 -0.093  0.09
H: 0.822 1.203 -1.884  0.13
H: 1.900 -1.249 -2.069  0.13
H: 0.888 -2.642 -0.439  0.18
H: -0.105 -1.177 1.506  0.20
H: -0.619 0.976 0.263  0.15
H: -2.432 2.428 1.465  0.13
H: -1.060 1.896 2.441  0.13
O: -1.796 1.636 1.734  -0.16

- Kohn-Sham gap: 11.4 eV
- Energy above the lowest of the compared OMol25 structures with the same formula, charge and spin: 28.46 kcal per mole
- Net charge: +1
- Highest occupied orbital energy: -14.615 eV
- Lowest unoccupied orbital energy: -3.226 eV

---

Computed, not measured: a cluster of 2 separate species, C3H7N2O in total in a non-equilibrium geometry, with ωB97M-V with the def2-TZVPD basis set.

Each line ends with the Löwdin charge.
Cartesian coordinates (Å):
C: 0.392 0.108 -0.634  -0.01
C: 1.268 0.106 0.410  -0.01
N: 0.919 1.136 1.254  0.12
C: -0.139 1.761 0.760  -0.05
N: -0.448 1.184 -0.398  0.13
H: 0.121 -0.717 -1.261  0.11
H: 2.238 -0.361 0.457  0.14
H: 1.500 1.450 2.015  0.18
H: -0.766 2.447 1.300  0.17
H: -1.276 1.409 -0.917  0.18
H: -1.777 -3.032 -0.425  0.03
H: -0.944 -2.943 -1.723  0.07
O: -1.087 -2.547 -0.839  -0.05

- Kohn-Sham gap: 11.2 eV
- Energy above the lowest of the compared OMol25 structures with the same formula, charge and spin: 9.52 kcal per mole
- Net charge: +1
- Highest occupied orbital energy: -14.541 eV
- Lowest unoccupied orbital energy: -3.337 eV

---

Computed, not measured: a cluster of 2 separate species, C3H7N2O2 in total in a non-equilibrium geometry, with ωB97M-V with the def2-TZVPD basis set.

Each line ends with the Löwdin charge.
Cartesian coordinates (Å):
C: 1.219 0.124 -0.268  -0.16
C: -1.326 -0.263 -0.068  -0.15
C: -0.015 0.034 0.561  -0.26
N: 0.492 -2.026 1.782  0.14
N: -0.390 -2.134 2.656  -0.70
O: -0.248 -3.148 3.407  -0.16
O: -1.349 -1.352 2.829  -0.13
H: 1.174 -0.576 -1.102  0.06
H: 1.352 1.138 -0.679  0.06
H: 2.096 -0.110 0.330  0.05
H: -1.746 0.636 -0.549  0.06
H: -2.023 -0.591 0.704  0.05
H: -1.234 -1.040 -0.825  0.06
H: -0.038 0.608 1.473  0.08

- Kohn-Sham gap (spin up / spin down): 7.8 / 7.3 eV
- Energy above the lowest of the compared OMol25 structures with the same formula, charge and spin: 155.18 kcal per mole
- Net charge: -1
- Highest occupied orbital energy (spin up / spin down): -3.731 / -3.222 eV
- Lowest unoccupied orbital energy (spin up / spin down): 4.037 / 4.076 eV

---

Computed, not measured: a cluster of 2 separate species, C3H7N2O2 in total in a non-equilibrium geometry, with ωB97M-V with the def2-TZVPD basis set.

Each line ends with the Löwdin charge.
Cartesian coordinates (Å):
O: 1.645 -0.907 -1.066  -0.04
C: 1.263 -0.006 -0.292  -0.54
N: 1.382 0.037 1.083  0.10
C: 0.142 0.956 -0.771  -0.31
N: -0.724 1.310 0.373  -0.18
C: -1.679 -0.437 0.687  -0.36
O: -1.867 -1.203 -0.359  -0.23
H: 0.671 0.581 1.659  0.09
H: 2.120 -0.329 1.600  0.05
H: 0.910 1.795 -1.043  0.12
H: -0.252 0.350 -1.628  0.10
H: -1.108 2.338 0.088  0.06
H: -0.969 -0.628 1.576  0.05
H: -2.558 0.270 1.217  0.08

- Kohn-Sham gap: 7.6 eV
- Energy above the lowest of the compared OMol25 structures with the same formula, charge and spin: 90.84 kcal per mole
- Net charge: -1
- Highest occupied orbital energy: -3.310 eV
- Lowest unoccupied orbital energy: 4.308 eV